Record 1
{
  "formula": "C3H6O3",
  "method": "wB97M-V/def2-TZVPD",
  "elements": ["O", "C", "O", "C", "C", "O", "H", "H", "H", "H", "H", "H"],
  "coordinates": [[-1.967649, 0.606410, -0.135529], [-1.312810, -0.405860, -0.103222], [-1.869453, -1.603894, -0.387378], [0.125367, -0.455742, 0.347943], [0.938665, 0.670641, -0.244817], [2.135674, 0.765196, 0.511047], [-2.819872, -1.423087, -0.335205], [0.154347, -0.374099, 1.430047], [0.492572, -1.441277, 0.063718], [1.165104, 0.446819, -1.292705], [0.388329, 1.611449, -0.186159], [2.569727, 1.603444, 0.332261]],
  "atomic_forces_ev_per_a": [[0.0456, -0.0995, -0.0790], [-0.2358, 0.6455, 0.4965], [0.2231, 0.1040, 0.4299], [-0.3249, -0.6002, -0.7216], [0.2321, 0.2002, -0.0357], [0.2160, -0.1321, 0.1494], [-0.1085, -0.1704, -0.3840], [-0.1533, -0.0134, 0.1915], [0.3728, 0.0765, 0.1400], [-0.0496, 0.1096, -0.0361], [-0.1674, -0.0998, -0.0668], [-0.0500, -0.0204, -0.0842]],
  "e_tot_ev": -9350.886,
  "lumo_ev": 0.76,
  "max_force_ev_per_a": 0.99,
  "total_charge": 0,
  "homo_energy_ha": -0.38993,
  "orbital_gap_ha": 0.41784,
  "e_above_lowest_ev": 0.430,
  "smiles": "O=C(O)CCO"
}

Record 2
{
  "formula": "C3H6O3",
  "method": "wB97M-V/def2-TZVPD",
  "elements": ["C", "C", "C", "H", "H", "H", "H", "H", "H", "O", "O", "O"],
  "coordinates": [[0.447624, 1.286105, -0.068713], [0.916402, -0.761677, 0.466384], [-1.428314, -0.364826, -0.116683], [0.963755, 1.560199, 0.925983], [0.217193, 2.250524, -0.788127], [1.690191, -1.607356, 0.381098], [0.767472, -0.366839, 1.528662], [-1.593485, -0.341390, -1.298408], [-2.117816, -0.814705, 0.534697], [1.234378, 0.161021, -0.483703], [-0.209229, -1.331110, -0.198970], [-0.967846, 0.965334, 0.311444]],
  "atomic_forces_ev_per_a": [[-1.0141, 2.1697, 0.5502], [0.0562, -3.6465, -1.0536], [5.0264, 0.8277, -4.2308], [-1.1536, 0.4437, -1.4855], [1.6410, -2.8187, 1.2652], [-0.9596, 1.3462, 0.6673], [0.0971, -0.4973, -1.4050], [-0.7362, 0.0313, 2.7952], [-1.1550, 0.0182, 0.7157], [0.3723, 4.2745, -0.1728], [-2.7213, 0.2605, 2.6973], [0.5469, -2.4093, -0.3433]],
  "e_tot_ev": -9347.225,
  "lumo_ev": 0.97,
  "max_force_ev_per_a": 6.62,
  "total_charge": 0,
  "homo_energy_ha": -0.36230,
  "orbital_gap_ha": 0.39794,
  "e_above_lowest_ev": 4.092,
  "smiles": "C1OCOCO1"
}